No. 1
ORCA calculation (the ωB97M-V functional and the def2-TZVPD basis) on a molecular structure, C16H19BIrN6Se.

CARTESIAN COORDINATES (ANGSTROEM)
H  -2.9785  -0.3225  -1.4153
N  -0.9969  0.2944  -1.9056
B  1.1783  0.9987  -3.0579
N  -0.3814  0.7439  -3.0706
C  -1.3132  0.7446  -4.0598
Ir  -0.0707  0.1700  -0.1399
H  -1.0477  1.0110  -5.0800
C  -2.5375  0.3290  -3.5353
H  -3.4845  0.2064  -4.0493
C  -2.3124  0.0463  -2.1865
H  1.6031  1.2614  -4.1421
C  1.1720  -0.9648  2.1550
H  0.8507  -0.9044  3.1949
H  0.9680  0.0371  1.6328
H  2.2309  -1.2169  2.0800
N  1.8151  -0.3326  -2.4949
N  1.4143  2.0679  -1.9447
N  1.3846  -0.8464  -1.2893
N  0.9876  1.7843  -0.6498
C  2.7489  -1.1713  -2.9910
C  2.0706  3.2561  -1.9307
H  3.2048  -0.9702  -3.9379
H  2.5103  3.6458  -2.8349
C  2.9195  -2.2305  -2.1098
C  2.0404  3.7757  -0.6325
C  2.0487  -2.0015  -1.0472
C  1.3429  2.8454  0.1389
H  3.5736  -3.0728  -2.2060
H  2.4687  4.7001  -0.2684
H  1.8530  -2.5722  -0.1507
H  1.0918  2.8737  1.1884
H  0.6844  -1.7800  1.6074
Se  -1.7505  0.8407  1.1990
C  -2.0602  -0.3247  2.6596
C  -2.2554  -1.7038  2.5426
C  -2.4356  -2.4686  3.6984
C  -2.4618  -1.8453  4.9600
C  -2.2801  -0.4529  5.0640
C  -2.0869  0.3043  3.9152
H  -2.2512  -2.1736  1.5655
H  -2.5770  -3.5489  3.6292
H  -2.6447  -2.4349  5.8687
H  -2.3032  0.0267  6.0472
H  -1.9328  1.3754  3.9833

Spin multiplicity   6
E_HOMO (spin up / spin down)   -14.01 / -15.25 eV
Charge   +2
Energy above the lowest of the compared OMol25 structures with the same formula, charge and spin   0.000 eV

---

No. 2
ORCA calculation (the ωB97M-V functional and the def2-TZVPD basis) on a molecular structure, C29H58As2O8PdS3Si4Te.

CARTESIAN COORDINATES (ANGSTROEM)
Pd  2.0166  0.4926  -0.5923
C  6.3397  -0.9182  0.8437
C  6.1201  0.0298  -0.3356
S  4.3723  0.4904  -0.5923
C  4.1019  -0.1776  -2.2605
C  3.7344  -1.6376  -2.1092
S  2.7407  -1.7289  -0.5923
C  3.3931  -3.2656  0.1336
C  4.5055  -3.0316  1.1560
S  6.1410  -2.6856  0.4171
H  5.7420  -0.6424  1.7185
H  7.3873  -0.8222  1.1519
H  6.5734  -0.3560  -1.2547
H  6.6346  0.9710  -0.1106
H  4.9694  -0.0329  -2.9112
H  3.2682  0.3762  -2.7076
H  4.6333  -2.2555  -2.0454
H  3.1507  -1.9865  -2.9662
H  3.6900  -3.9729  -0.6485
H  2.5482  -3.7257  0.6585
H  4.6363  -3.9614  1.7217
H  4.2264  -2.2681  1.8895
C  -1.8347  -3.3132  -3.9025
Si  -3.0159  -2.5061  -2.7062
C  -4.6608  -3.3804  -2.8114
C  -3.2293  -0.7393  -3.2751
Si  -2.1844  -2.5564  -0.6083
Te  -0.1752  -1.1005  -0.5923
Si  -3.6336  -1.6945  0.8908
C  -5.1008  -2.8181  1.1482
C  -2.7815  -1.4230  2.5316
C  -4.2512  -0.0276  0.3268
Si  -1.5013  -4.6259  -0.0244
C  -2.8717  -5.8773  -0.2138
C  -0.9126  -4.6500  1.7448
C  -0.0502  -5.1502  -1.0785
H  -2.2347  -3.2129  -4.9321
H  -1.7424  -4.3889  -3.6643
H  -0.8440  -2.8182  -3.8408
H  -5.0277  -3.3419  -3.8574
H  -5.3922  -2.8742  -2.1515
H  -4.5476  -4.4377  -2.5033
H  -3.6009  -0.7367  -4.3202
H  -2.2523  -0.2162  -3.2320
H  -3.9587  -0.2099  -2.6381
H  -4.7561  -3.7942  1.5415
H  -5.6346  -2.9687  0.1897
H  -5.7915  -2.3542  1.8816
H  -2.4309  -2.3810  2.9519
H  -3.4992  -0.9633  3.2414
H  -1.9174  -0.7420  2.3910
H  -4.8447  -0.1459  -0.5987
H  -3.3906  0.6504  0.1491
H  -4.9057  0.4020  1.1127
H  -3.7315  -5.5977  0.4256
H  -2.4987  -6.8764  0.0928
H  -3.1911  -5.9196  -1.2730
H  -1.7608  -4.4349  2.4203
H  -0.1085  -3.8970  1.8828
H  -0.5189  -5.6593  1.9831
H  -0.3411  -5.2067  -2.1418
H  0.2943  -6.1520  -0.7498
H  0.7764  -4.4205  -0.9594
C  -2.2065  1.5715  3.3635
O  -0.9218  1.0699  3.2621
C  -0.1148  1.2307  2.1796
O  0.5345  0.2642  1.8119
C  -0.1085  2.4612  1.3258
C  -0.1534  3.7566  1.8146
As  -0.2093  5.4097  0.6760
C  1.5113  6.1626  1.3032
C  0.3069  4.7280  -1.1089
C  0.9913  3.5795  -1.0788
As  -0.0479  1.9931  -0.5923
C  -1.9375  2.5180  -0.8742
C  2.3421  3.5606  -0.4595
O  3.0759  4.5302  -0.6021
O  2.7968  2.4517  0.1796
C  4.0262  2.3787  0.7991
C  -0.7867  4.9629  -2.1132
O  -1.6834  5.7439  -1.8343
O  -0.7931  4.4328  -3.3697
C  0.1627  3.6238  -3.9464
C  -0.1002  4.0787  3.2797
O  0.1981  3.2291  4.1065
O  -0.3336  5.3526  3.6877
C  -0.2928  5.7591  5.0046
H  -2.6275  1.2885  4.3499
H  -2.8429  1.1289  2.5679
H  -2.2424  2.6718  3.2722
H  1.3534  6.6680  2.2762
H  1.8791  6.9137  0.5746
H  2.2670  5.3757  1.4746
H  -2.1852  3.4741  -0.3750
H  -2.5848  1.7327  -0.4333
H  -2.1568  2.5760  -1.9593
H  4.1446  1.3760  1.2579
H  4.0942  3.1474  1.5992
H  4.8394  2.5360  0.0589
H  -0.1212  3.4322  -5.0014
H  0.2121  2.6443  -3.4326
H  1.1531  4.1261  -3.9319
H  -0.5187  6.8437  5.0582
H  0.7192  5.5826  5.4282
H  -1.0507  5.2049  5.5990
H  2.5394  2.1016  -0.5923

E_HOMO   0.15 eV
Charge   -2

---

No. 3
ORCA calculation (the ωB97M-V functional and the def2-TZVPD basis) on a molecular structure, C50H47HgN6O2P.

CARTESIAN COORDINATES (ANGSTROEM)
Hg  0.6653  -1.0224  -0.2591
O  6.0355  -2.1575  -4.8721
C  5.7035  -2.9874  -4.0069
O  6.2427  -4.0470  -3.6362
C  4.3748  -2.6435  -3.2525
C  3.6013  -1.5716  -3.6269
C  2.4039  -1.2990  -2.9423
N  2.0366  -2.0486  -1.8789
C  2.8042  -3.0887  -1.4883
C  3.9542  -3.4286  -2.1756
C  2.3478  -3.8828  -0.3253
C  3.1855  -4.8095  0.3055
C  2.7056  -5.5545  1.3626
C  1.3904  -5.3753  1.7780
C  0.6346  -4.4288  1.1148
N  1.0905  -3.6971  0.1041
C  1.5108  -0.2193  -3.3038
C  1.6954  0.5668  -4.4607
C  0.8005  1.5571  -4.7752
C  -0.3226  1.7668  -3.9361
C  -0.4380  0.9813  -2.8131
N  0.4366  0.0318  -2.4722
H  3.9672  -0.9649  -4.4427
H  4.5581  -4.2896  -1.9258
H  4.2090  -4.9246  -0.0183
H  3.3433  -6.2725  1.8622
H  0.9756  -5.9404  2.6016
H  -0.3996  -4.2474  1.3965
H  2.5409  0.3807  -5.1071
H  0.9459  2.1641  -5.6602
H  -1.0582  2.5296  -4.1516
H  -1.2775  1.1151  -2.1347
C  5.5045  1.9174  0.3646
C  4.4545  1.7778  -0.5656
C  3.4125  0.9343  -0.3056
C  3.3360  0.1985  0.9040
C  2.2248  -0.6340  1.2103
C  2.2397  -1.3236  2.3991
C  3.3015  -1.2012  3.3217
C  4.3627  -0.3884  3.0466
C  4.4037  0.3372  1.8329
C  5.4811  1.2034  1.5291
H  6.3284  2.5850  0.1462
H  4.4768  2.3504  -1.4842
H  2.6180  0.8127  -1.0359
H  1.4200  -1.9855  2.6597
H  3.2580  -1.7535  4.2537
H  5.1823  -0.2765  3.7476
H  6.2839  1.2965  2.2523
C  -3.0133  1.2396  0.8145
C  -2.1214  1.4199  2.0482
C  -2.8474  2.2503  3.1081
C  -1.8378  0.0317  2.6432
P  -0.4478  1.9959  1.3520
C  -0.8297  3.4044  0.2264
C  0.0424  3.5362  -0.8543
C  -0.0723  4.5928  -1.7450
C  -1.0638  5.5442  -1.5657
C  -1.9489  5.4212  -0.5039
C  -1.8360  4.3594  0.3808
C  0.5086  2.9658  2.6876
C  0.8653  1.9927  3.8147
C  -0.1767  4.2037  3.2644
C  1.8024  3.4041  1.9917
H  -3.9304  0.7064  1.0894
H  -2.4926  0.6527  0.0533
H  -3.2969  2.1921  0.3697
H  -3.8520  1.8359  3.2460
H  -2.9569  3.2971  2.8354
H  -2.3349  2.1991  4.0691
H  -2.7785  -0.4565  2.9239
H  -1.2125  0.1024  3.5332
H  -1.3185  -0.6022  1.9192
H  0.8239  2.7974  -0.9875
H  0.6148  4.6698  -2.5775
H  -1.1438  6.3820  -2.2469
H  -2.7204  6.1665  -0.3519
H  -2.5449  4.2880  1.1933
H  -0.0180  1.7249  4.3991
H  1.5885  2.4578  4.4906
H  1.3155  1.0813  3.4157
H  -1.0065  3.9446  3.9204
H  -0.5366  4.8679  2.4797
H  0.5545  4.7601  3.8592
H  2.2942  2.5602  1.5122
H  2.4952  3.8257  2.7254
H  1.6053  4.1641  1.2349
N  -10.4209  -2.6092  -0.2622
C  -9.2821  -2.5902  -0.4190
C  -7.8764  -2.5583  -0.6172
C  -7.3068  -3.1169  -1.7662
C  -5.9462  -3.0712  -1.9689
C  -5.1097  -2.4582  -1.0350
C  -5.6753  -1.9104  0.1187
C  -7.0346  -1.9589  0.3257
N  -3.7310  -2.3547  -1.2722
C  -3.0920  -2.4302  -2.4989
C  -1.7804  -2.1720  -2.2600
N  -1.5915  -1.9421  -0.9214
C  -2.7648  -2.0638  -0.3578
H  -7.9530  -3.5858  -2.4955
H  -5.5232  -3.5213  -2.8556
H  -5.0415  -1.4224  0.8457
H  -7.4681  -1.5220  1.2150
H  -3.6108  -2.6278  -3.4180
H  -0.9616  -2.1389  -2.9595
H  -2.9540  -1.9677  0.6975

Spin multiplicity   2
E_HOMO (spin up / spin down)   -1.98 / -4.88 eV
Charge   -1
Energy above the lowest of the compared OMol25 structures with the same formula, charge and spin   0.352 eV

---

No. 4
ORCA calculation (the ωB97M-V functional and the def2-TZVPD basis) on a gas-phase ion, C10H18IN3P (charge +1).

CARTESIAN COORDINATES (ANGSTROEM)
H  3.4063  -2.3851  1.4836
N  3.2199  -3.1118  0.7886
C  3.0377  -2.6432  -0.3674
C  3.0381  -1.1695  -0.7223
N  1.6831  -0.5981  -0.5978
C  0.5164  -1.2518  -0.2624
C  -0.4938  -0.3511  -0.2557
P  -2.2637  -0.5418  0.1825
C  -2.8184  -1.6612  -1.1615
C  -2.0424  -1.7041  1.6034
N  0.0909  0.8649  -0.5912
C  -0.5499  2.1800  -0.7198
I  -2.0286  2.1247  -2.2569
C  -1.0438  2.7346  0.6230
C  -0.1324  3.8531  1.1289
C  1.3887  0.6801  -0.7899
H  2.8464  -3.3397  -1.1860
H  3.3781  -1.0115  -1.7462
H  3.6954  -0.6283  -0.0390
H  0.4935  -2.3072  -0.0411
H  -3.4650  -1.0834  -1.8225
H  -3.4210  -2.4476  -0.7024
H  -2.0208  -2.1115  -1.7510
H  -0.9921  -1.9116  1.8083
H  -2.5618  -2.6459  1.4316
H  -2.4601  -1.2140  2.4836
H  0.2266  2.8207  -1.1365
H  -1.0527  1.9214  1.3523
H  -2.0706  3.0828  0.5321
H  0.9096  3.5200  1.1708
H  -0.4157  4.1476  2.1401
H  -0.1867  4.7338  0.4866
H  2.0886  1.4546  -1.0659

E_HOMO   -12.02 eV
SMILES   [H]/N=C\C[n+]1cc(P(C)C)n([C@@H](I)CC)c1
Charge   +1

---

We obtain max |F| values of 3.5 10.3 1.0 0.4 eV Å⁻¹ for the records listed above, in that order.
We obtain total energy values of -3479.55531 -8961.33615 -2907.37196 -1194.90151 hartree for the records listed above, in that order.